(1)
Below is 11 unconnected molecules or ions with the total composition C35H96N4O11 in a non-equilibrium geometry, with properties calculated with ωB97M-V/def2-TZVPD.

```
! wB97M-V def2-TZVPD RIJCOSX def2/J DEFGRID3
* xyz 0 1
C 0.057 -6.485 3.378
O 1.145 -6.444 2.489
C 1.818 -5.180 2.455
C 1.177 -4.254 1.444
C 0.932 -4.867 0.053
N 1.902 -2.990 1.375
H -0.759 -5.879 3.010
H 0.278 -6.084 4.380
H -0.237 -7.538 3.449
H 1.692 -4.729 3.443
H 2.845 -5.391 2.218
H 0.177 -3.999 1.816
H 0.428 -4.176 -0.598
H 0.326 -5.777 0.122
H 1.875 -5.193 -0.370
H 2.091 -2.644 2.295
H 2.812 -3.194 0.966
C -2.982 -4.059 -1.357
O -3.174 -2.905 -0.561
C -2.339 -3.038 0.634
C -3.039 -2.176 1.647
C -2.083 -1.904 2.814
N -4.248 -2.865 2.026
H -3.633 -3.955 -2.234
H -3.258 -4.966 -0.793
H -1.916 -4.092 -1.669
H -2.264 -4.072 0.946
H -1.361 -2.550 0.540
H -3.333 -1.225 1.178
H -2.609 -1.354 3.609
H -1.295 -1.228 2.487
H -1.679 -2.821 3.261
H -4.792 -2.992 1.191
H -4.779 -2.347 2.727
C -1.188 5.437 1.337
O -0.586 4.975 2.507
C 0.800 4.705 2.328
C 1.535 4.698 3.683
C 1.436 6.085 4.297
N 2.891 4.269 3.541
H -1.073 4.777 0.455
H -0.700 6.379 1.067
H -2.247 5.614 1.498
H 0.941 3.717 1.843
H 1.264 5.356 1.588
H 0.996 4.067 4.415
H 1.960 6.788 3.629
H 1.933 6.186 5.260
H 0.396 6.401 4.285
H 2.921 3.426 2.955
H 3.438 4.886 2.951
C -0.877 2.505 -4.080
O -0.026 1.647 -4.837
C -0.762 0.560 -5.368
C 0.092 -0.196 -6.339
C 0.473 0.716 -7.492
N -0.700 -1.346 -6.787
H -1.677 2.936 -4.696
H -0.298 3.341 -3.689
H -1.414 1.996 -3.275
H -1.094 -0.115 -4.554
H -1.698 0.889 -5.839
H 0.921 -0.712 -5.830
H -0.413 1.218 -7.879
H 0.995 0.196 -8.287
H 1.112 1.519 -7.133
H -0.101 -2.088 -7.063
H -1.526 -1.144 -7.351
C 1.004 0.596 3.692
C -0.121 1.179 4.583
C -1.146 1.823 3.657
O -0.666 0.048 5.329
H 0.538 -0.098 2.985
H 1.708 -0.016 4.316
H 1.567 1.365 3.155
H 0.265 1.977 5.227
H -0.665 2.619 3.070
H -1.976 2.270 4.212
H -1.581 1.050 3.030
H -1.435 0.402 5.819
C -4.843 1.266 3.594
C -5.265 1.629 2.190
C -4.141 2.294 1.445
O -5.740 0.422 1.605
H -4.009 0.566 3.497
H -5.615 0.803 4.199
H -4.382 2.146 4.023
H -6.086 2.332 2.313
H -3.924 3.237 1.948
H -4.413 2.556 0.418
H -3.218 1.748 1.403
H -5.976 0.576 0.676
C 1.846 -2.934 -3.157
C 3.374 -3.065 -3.259
C 4.034 -1.727 -2.919
O 3.937 -4.095 -2.442
H 1.574 -2.615 -2.165
H 1.401 -3.886 -3.430
H 1.523 -2.197 -3.871
H 3.687 -3.284 -4.282
H 3.792 -1.073 -3.754
H 5.101 -1.906 -2.983
H 3.786 -1.246 -1.963
H 3.387 -4.871 -2.563
C 4.923 0.207 0.459
C 4.239 0.819 1.667
C 5.213 1.781 2.378
O 3.155 1.639 1.225
H 4.228 -0.425 -0.046
H 5.807 -0.366 0.721
H 5.332 0.961 -0.184
H 3.984 0.068 2.441
H 5.256 2.711 1.824
H 6.203 1.358 2.474
H 4.810 2.021 3.371
H 2.514 0.988 0.886
C -0.219 1.513 -0.147
C -0.108 -0.012 0.008
C -0.543 -0.709 -1.286
O 1.214 -0.311 0.317
H -1.224 1.902 -0.264
H 0.394 1.732 -1.045
H 0.228 1.988 0.751
H -0.777 -0.399 0.781
H 0.007 -0.445 -2.184
H -1.598 -0.504 -1.449
H -0.469 -1.804 -1.111
H 1.306 -1.237 0.643
C 4.462 2.173 -3.040
C 3.041 2.335 -2.636
O 2.574 3.665 -2.991
H 5.009 1.245 -2.893
H 5.023 3.009 -2.577
H 4.507 2.404 -4.104
H 2.918 2.250 -1.571
H 2.409 1.577 -3.086
H 2.448 3.627 -3.945
C -4.343 -0.620 -3.022
C -4.481 -0.230 -1.569
O -5.675 0.566 -1.389
H -3.374 -1.115 -3.190
H -4.226 0.280 -3.625
H -5.167 -1.205 -3.425
H -3.543 0.263 -1.206
H -4.643 -1.157 -1.019
H -5.638 1.253 -2.046
*
```

Highest occupied orbital energy   -8.9 eV
SMILES   COC[C@H](C)N.COC[C@H](C)N.COC[C@H](C)N.COC[C@H](C)N.CC(C)O.CC(C)O.CC(C)O.CC(C)O.CC(C)O.CCO.CCO
Energy above the lowest of the compared OMol25 structures with the same formula, charge and spin   0.0 kcal/mol
Kohn-Sham gap   9.369 eV

---

(2)
Below is a molecular structure, C45H64N6OPS3SiV in a non-equilibrium geometry, with properties calculated with ωB97M-V/def2-TZVPD.

```
! wB97M-V def2-TZVPD RIJCOSX def2/J DEFGRID3
* xyz 1 4
V -0.097 -0.376 -0.216
C 0.564 3.577 -0.921
C -0.931 3.294 -0.941
S -1.485 1.636 -0.436
C -2.649 1.976 0.901
C -2.222 2.821 2.092
S -0.714 2.291 2.945
C 0.173 3.864 3.065
C 0.582 4.512 1.746
S 1.459 3.389 0.633
H 1.084 2.902 -1.602
H 0.719 4.586 -1.308
H -1.476 4.019 -0.335
H -1.270 3.423 -1.971
H -3.524 2.460 0.459
H -2.970 0.981 1.206
H -2.070 3.856 1.789
H -3.045 2.826 2.809
H -0.428 4.573 3.640
H 1.054 3.654 3.675
H -0.291 4.910 1.229
H 1.220 5.368 1.972
C -1.463 3.564 -4.884
C -2.221 2.529 -4.348
C -1.594 1.468 -3.712
C -0.200 1.397 -3.599
C 0.538 2.437 -4.167
C -0.081 3.513 -4.795
Si 0.560 -0.079 -2.655
C 2.443 0.290 -2.746
C 3.059 0.866 -1.632
C 4.415 1.169 -1.601
C 5.206 0.880 -2.703
C 4.623 0.307 -3.826
C 3.264 0.026 -3.846
C 0.257 -1.509 -3.877
C -0.138 -2.770 -3.426
C -0.354 -3.827 -4.302
C -0.174 -3.644 -5.666
C 0.193 -2.393 -6.142
C 0.392 -1.342 -5.258
H -1.949 4.397 -5.377
H -3.302 2.549 -4.426
H -2.208 0.682 -3.284
H 1.623 2.414 -4.121
H 0.521 4.308 -5.221
H 2.455 1.094 -0.753
H 4.851 1.648 -0.730
H 6.264 1.112 -2.696
H 5.232 0.085 -4.694
H 2.837 -0.425 -4.734
H -0.346 -2.910 -2.371
H -0.690 -4.787 -3.927
H -0.348 -4.461 -6.355
H 0.307 -2.232 -7.208
H 0.646 -0.365 -5.656
C -3.648 -0.528 3.719
N -2.656 -1.582 3.635
C -1.870 -1.637 4.844
C -1.832 -1.510 2.441
C -2.551 -1.801 1.128
C -3.699 -2.589 1.158
C -4.316 -2.973 -0.024
C -3.766 -2.577 -1.234
C -2.613 -1.803 -1.247
C -1.953 -1.387 -0.081
H -4.327 -0.722 4.550
H -4.236 -0.493 2.804
H -3.183 0.459 3.887
H -2.522 -1.775 5.708
H -1.290 -0.709 5.017
H -1.181 -2.485 4.805
H -1.036 -2.254 2.573
H -1.311 -0.526 2.362
H -4.106 -2.902 2.112
H -5.215 -3.577 0.001
H -4.229 -2.871 -2.169
H -2.201 -1.530 -2.216
C -0.759 -4.482 0.370
N 0.538 -4.644 -0.265
C 0.759 -5.952 -0.868
C 2.230 -6.189 -1.118
C 2.773 -5.015 -1.896
N 2.483 -3.767 -1.201
C 3.268 -2.644 -1.673
C 1.330 -3.566 -0.497
O 1.057 -2.440 0.001
H -0.845 -5.158 1.223
H -1.564 -4.704 -0.337
H -0.880 -3.458 0.688
H 0.188 -6.026 -1.800
H 0.352 -6.698 -0.183
H 2.375 -7.115 -1.674
H 2.760 -6.283 -0.167
H 2.341 -4.980 -2.903
H 3.856 -5.082 -2.009
H 4.323 -2.800 -1.431
H 2.915 -1.725 -1.228
H 3.171 -2.542 -2.756
C 3.543 -1.995 4.255
N 2.570 -0.863 4.619
C 3.379 0.441 4.705
N 4.087 0.684 3.501
C 4.970 -0.439 3.194
N 4.237 -1.696 3.059
C 3.363 -1.711 1.878
P 2.066 -0.389 1.899
C 1.456 -0.757 3.614
C 3.186 1.004 2.380
H 2.946 -2.902 4.162
H 4.231 -2.077 5.098
H 2.169 -1.058 5.537
H 4.064 0.307 5.543
H 2.665 1.235 4.922
H 5.700 -0.543 4.000
H 5.498 -0.231 2.266
H 2.877 -2.684 1.791
H 3.974 -1.587 0.986
H 0.916 -1.705 3.624
H 0.773 0.025 3.946
H 2.576 1.872 2.642
H 3.780 1.293 1.512
*
```

Highest occupied orbital energy (alpha / beta)   -9.0 / -9.0 eV
Kohn-Sham gap (alpha / beta)   6.318 / 6.299 eV

---

(3)
Below is a molecular structure, C44H43IN5OPSV, with properties calculated with ωB97M-V/def2-TZVPD.

```
! wB97M-V def2-TZVPD RIJCOSX def2/J DEFGRID3
* xyz 1 3
V 0.318 0.101 0.073
C -0.497 0.313 -6.140
C -1.537 0.580 -5.062
N -1.004 1.326 -3.929
C -0.283 0.772 -2.946
S 0.416 1.818 -1.757
N -0.109 -0.533 -2.942
N 0.599 -0.940 -1.840
C 1.176 -2.080 -1.921
C 1.223 -2.918 -3.154
C 1.776 -2.568 -0.672
C 2.516 -3.743 -0.629
C 3.020 -4.181 0.584
C 2.759 -3.434 1.718
C 2.012 -2.277 1.595
N 1.529 -1.835 0.431
H -0.914 -0.319 -6.927
H -0.156 1.245 -6.597
H 0.367 -0.198 -5.713
H -2.370 1.160 -5.460
H -1.947 -0.357 -4.687
H -1.097 2.325 -3.905
H 0.688 -2.432 -3.963
H 2.260 -3.080 -3.458
H 0.778 -3.898 -2.965
H 2.692 -4.306 -1.534
H 3.599 -5.095 0.639
H 3.118 -3.733 2.694
H 1.782 -1.674 2.461
C 5.040 -0.291 -0.954
C 3.777 0.565 -0.898
C 3.947 1.873 -1.663
C 3.356 0.774 0.562
C 4.160 1.803 1.347
O 3.271 2.937 1.418
C 2.042 2.518 1.068
N 1.980 1.313 0.636
C 0.994 3.548 1.299
C 1.505 4.801 1.659
C 0.684 5.853 2.022
C -0.684 5.667 2.064
C -1.206 4.440 1.691
C -0.402 3.376 1.272
P -1.357 1.915 0.714
C -2.508 1.650 2.108
C -3.727 1.002 1.914
C -4.522 0.653 2.997
C -4.115 0.952 4.288
C -2.915 1.618 4.491
C -2.116 1.961 3.412
C -2.400 2.584 -0.647
C -3.309 1.730 -1.275
C -4.094 2.167 -2.332
C -3.969 3.464 -2.802
C -3.046 4.314 -2.212
C -2.268 3.880 -1.147
H 5.319 -0.500 -1.988
H 4.900 -1.247 -0.440
H 5.890 0.220 -0.489
H 2.961 0.013 -1.367
H 4.794 2.454 -1.292
H 3.045 2.488 -1.620
H 4.145 1.663 -2.716
H 3.377 -0.183 1.070
H 5.076 2.122 0.860
H 4.377 1.490 2.368
H 2.573 4.951 1.674
H 1.124 6.805 2.290
H -1.347 6.466 2.372
H -2.277 4.301 1.716
H -4.080 0.768 0.924
H -5.464 0.147 2.825
H -4.736 0.678 5.132
H -2.591 1.868 5.495
H -1.179 2.467 3.594
H -3.405 0.707 -0.957
H -4.798 1.483 -2.792
H -4.582 3.810 -3.626
H -2.922 5.325 -2.582
H -1.534 4.557 -0.737
I -1.951 -1.672 -0.135
C -2.028 -1.919 1.931
C -2.970 -2.778 2.417
C -3.068 -2.984 3.805
C -2.215 -2.324 4.639
C -1.238 -1.430 4.135
C -0.376 -0.767 5.041
C 0.555 0.101 4.565
C 0.657 0.335 3.175
C -0.131 -0.270 2.217
C -1.115 -1.188 2.735
H -3.641 -3.301 1.746
H -3.813 -3.666 4.196
H -2.269 -2.472 5.712
H -0.478 -0.968 6.102
H 1.222 0.622 5.244
H 1.426 1.031 2.881
*
```

Highest occupied orbital energy (alpha / beta)   -10.1 / -10.1 eV
Energy above the lowest of the compared OMol25 structures with the same formula, charge and spin   0.0 kcal/mol
Kohn-Sham gap (alpha / beta)   7.325 / 7.120 eV

---

(4)
Below is C4H5N3O2 in the gas phase in a non-equilibrium geometry, with properties calculated with ωB97M-V/def2-TZVPD.

```
! wB97M-V def2-TZVPD RIJCOSX def2/J DEFGRID3
* xyz 0 1
C 0.495 2.671 -0.483
N 0.342 1.232 -0.165
N 0.887 0.997 1.128
C 0.924 -0.157 1.411
C 0.027 -0.737 0.482
N -0.127 -2.068 0.577
O -1.122 -2.365 -0.353
C -0.340 0.132 -0.583
O -0.924 -0.083 -1.535
H 0.216 2.920 -1.713
H 1.538 3.230 -0.303
H -0.170 3.070 0.210
H 1.585 -0.849 2.013
H -1.169 -1.362 -0.840
*
```

Highest occupied orbital energy   -9.7 eV
SMILES   CN1N=C/C(=N/O)C1=O
Energy above the lowest of the compared OMol25 structures with the same formula, charge and spin   180.9 kcal/mol
Kohn-Sham gap   9.082 eV

---

(5)
Below is a molecular structure, C33H29I2IrN4O5S in a non-equilibrium geometry, with properties calculated with ωB97M-V/def2-TZVPD.

```
! wB97M-V def2-TZVPD RIJCOSX def2/J DEFGRID3
* xyz 1 2
Ir -0.292 0.595 -1.062
I 1.932 6.951 -4.937
C 1.755 5.055 -4.051
C 2.786 4.560 -3.265
C 2.658 3.313 -2.698
I 4.091 2.502 -1.395
C 1.486 2.504 -2.886
O 1.399 1.363 -2.363
C 0.440 3.078 -3.684
C -0.811 2.272 -3.856
N -1.520 2.157 -2.566
C -2.952 1.876 -2.721
C -3.390 0.618 -2.017
C -4.740 0.357 -1.810
C -5.129 -0.881 -1.332
C -4.147 -1.834 -1.115
C -2.828 -1.484 -1.325
N -2.445 -0.277 -1.732
C 0.584 4.319 -4.245
H 3.680 5.141 -3.102
H -0.568 1.263 -4.202
H -1.450 2.757 -4.605
H -1.408 3.039 -2.071
H -3.173 1.707 -3.784
H -3.566 2.720 -2.390
H -5.472 1.116 -2.032
H -6.172 -1.109 -1.177
H -4.392 -2.833 -0.796
H -2.054 -2.220 -1.191
H -0.202 4.739 -4.854
C 1.509 -3.878 5.115
C 1.873 -2.887 4.057
C 1.971 -3.268 2.724
C 2.307 -2.345 1.748
C 2.516 -1.026 2.101
C 2.465 -0.630 3.424
C 2.153 -1.565 4.396
S 2.985 0.135 0.806
O 3.899 1.083 1.395
O 3.420 -0.622 -0.321
N 1.576 0.905 0.382
C 1.108 2.023 0.923
C 1.690 2.758 1.982
C 1.098 3.928 2.387
C -0.065 4.367 1.752
C -0.588 3.591 0.733
N -0.036 2.458 0.330
H 1.045 -4.759 4.681
H 0.826 -3.434 5.835
H 2.399 -4.196 5.655
H 1.796 -4.298 2.452
H 2.448 -2.624 0.717
H 2.695 0.390 3.689
H 2.136 -1.271 5.434
H 2.611 2.395 2.407
H 1.535 4.508 3.186
H -0.545 5.288 2.040
H -1.490 3.903 0.220
C 0.881 -3.738 -1.671
C 0.333 -2.567 -0.890
O 0.530 -1.453 -1.382
C -0.404 -2.831 0.333
C -0.683 -4.150 0.731
C -1.420 -4.438 1.853
C -1.901 -3.394 2.652
C -1.655 -2.098 2.310
C -0.918 -1.745 1.136
O -0.780 -0.510 0.887
H 1.420 -3.345 -2.529
H 0.070 -4.373 -2.021
H 1.559 -4.333 -1.067
H -0.322 -4.967 0.128
H -1.642 -5.461 2.109
H -2.478 -3.615 3.537
H -2.023 -1.273 2.899
*
```

Highest occupied orbital energy (alpha / beta)   -10.0 / -10.0 eV
Kohn-Sham gap (alpha / beta)   4.517 / 4.727 eV

---

no.,E (eV)
1,-66332.2338
2,-134045.8962
3,-109734.0630
4,-12788.0298
5,-80754.9652